# 1
{"formula": "CH4O3P4", "method": "ωB97M-V/def2-TZVPD", "total_energy_ev": -44400.4803, "lumo_energy_ha": 0.252, "homo_energy_ev": 0.52, "de_lowest_ev": 0.548, "gap_ha": 0.2332, "mol_weight_g_mol": 187.94, "total_charge": -2, "species": ["C", "O", "O", "O", "P", "P", "P", "P", "H", "H", "H", "H"], "xyz": [[0.88167, -1.32269, 0.03499], [1.21034, 1.07340, 0.37567], [3.07263, -0.45575, 1.54249], [3.09439, -0.04720, -1.02148], [-0.11148, 0.79062, -0.46083], [-1.58235, 1.04723, 0.94248], [-3.41661, 1.36346, -0.12819], [2.37125, -0.27230, 0.25294], [0.35603, -1.64616, 0.90735], [1.14417, -2.18830, -0.56641], [-3.17106, 1.62778, -1.51650], [-3.84898, 0.02991, -0.36252]], "forces_ev_per_angstrom": [[0.6, 1.3, -1.3], [2.1, 1.0, 1.1], [0.5, 0.2, 0.6], [0.5, -0.1, -0.5], [0.8, -2.7, -1.5], [-0.6, 0.5, 1.6], [-0.4, 0.0, -0.2], [-3.1, 0.2, -0.1], [-0.2, 0.0, 0.8], [-0.3, -0.2, -0.5], [0.2, -0.1, 0.2], [-0.1, 0.0, -0.3]]}

***

# 2
{"formula": "C5H14N2O", "method": "ωB97M-V/def2-TZVPD", "total_energy_ev": -10435.3145, "lumo_energy_ha": [0.010, 0.010], "homo_energy_ev": [-7.27, -7.27], "de_lowest_ev": 5.714, "gap_ha": [0.2771, 0.2772], "mol_weight_g_mol": 118.18, "total_charge": 0, "species": ["C", "C", "C", "C", "C", "N", "N", "O", "H", "H", "H", "H", "H", "H", "H", "H", "H", "H", "H", "H", "H", "H"], "xyz": [[0.52985, 1.21104, -0.07988], [-1.82553, 0.30416, -0.26904], [1.16687, 0.22628, -0.82444], [0.18107, 2.57106, -0.60962], [0.46164, -2.32570, 1.34121], [-1.68779, -0.95754, -0.46706], [0.46452, -2.39303, -0.10865], [0.64815, 1.11920, 1.27943], [0.22802, 1.87595, 1.70450], [-1.68269, -1.19902, -1.45822], [-0.27410, -3.03492, -0.38933], [-2.01726, 1.02441, -1.06669], [-1.91471, 0.64160, 0.75871], [0.57356, -1.16394, -0.55251], [2.05906, -0.19910, -0.37780], [1.31517, 0.44845, -1.87266], [-0.73556, 2.95260, -0.15277], [0.98382, 3.27606, -0.36915], [0.06565, 2.55110, -1.69010], [-0.53440, -2.26159, 1.79837], [1.03366, -1.45358, 1.66088], [0.96101, -3.21349, 1.74481]], "forces_ev_per_angstrom": [[2.8, -0.6, -0.4], [-0.8, -1.8, -0.6], [0.3, 2.5, 0.8], [-0.7, -0.3, 0.0], [0.1, 0.0, -0.1], [-1.2, 1.3, 0.5], [1.3, 2.4, -0.7], [-0.3, 0.0, -0.4], [0.0, 0.0, 0.0], [0.1, 0.2, 0.0], [-0.1, 0.9, -0.4], [0.3, 0.1, 0.0], [0.0, 0.1, 0.1], [-1.0, -4.0, 0.9], [-0.3, -0.5, 0.3], [-0.4, -0.1, -0.2], [-0.1, 0.1, -0.1], [0.0, -0.2, 0.1], [-0.1, 0.0, 0.0], [0.0, 0.1, -0.1], [0.0, 0.0, 0.1], [0.0, 0.0, 0.1]]}

***

# 3
{"formula": "C5H14O3", "method": "ωB97M-V/def2-TZVPD", "total_energy_ev": -11552.9601, "lumo_energy_ha": 0.030, "smiles": "CCCOCOC.O", "homo_energy_ev": -9.82, "de_lowest_ev": 1.164, "gap_ha": 0.3909, "mol_weight_g_mol": 122.16, "total_charge": 0, "species": ["O", "O", "C", "C", "C", "C", "C", "H", "H", "H", "H", "H", "H", "H", "H", "H", "H", "H", "H", "O", "H", "H"], "xyz": [[-2.07923, -0.58321, -0.03023], [0.22487, -0.27067, -0.16960], [-2.54973, 0.16633, -1.12300], [-0.88630, -1.12454, -0.24273], [2.90929, 0.21771, 1.36762], [1.36639, -1.00375, -0.27578], [2.52338, -0.08416, -0.05951], [-1.86641, 0.99189, -1.38403], [-3.56198, 0.57988, -0.97834], [-2.57781, -0.54647, -1.96428], [-0.78873, -1.68648, -1.19149], [-0.78086, -1.84744, 0.58899], [3.86714, 0.76354, 1.33309], [3.07128, -0.74501, 1.88097], [2.18700, 0.81132, 1.95288], [1.48891, -1.42175, -1.29348], [1.45751, -1.83942, 0.44451], [2.32803, 0.91994, -0.48268], [3.48208, -0.44542, -0.47884], [-2.88753, 2.47054, 0.77729], [-3.61996, 2.36860, 1.42646], [-3.30735, 2.30854, -0.09779]], "forces_ev_per_angstrom": [[-1.7, 1.7, 0.4], [-1.7, 1.1, 0.3], [0.1, 0.0, -1.2], [1.6, -2.4, 0.9], [0.2, -0.3, 1.0], [2.1, -0.6, -0.8], [1.3, 1.6, 0.1], [-0.2, -0.2, 0.2], [0.5, -0.6, 0.3], [-0.2, 0.5, -0.2], [-0.4, 0.1, -0.2], [0.1, -0.1, -0.3], [-0.4, -0.2, 0.3], [0.1, 0.4, 0.2], [0.2, -0.3, -0.4], [-0.3, -0.2, 0.2], [-0.4, 0.1, -0.1], [-0.1, -0.7, -0.5], [-0.8, -0.2, -0.4], [-1.2, -0.1, -0.2], [0.8, 0.1, -0.7], [0.4, 0.3, 1.1]]}

***

# 4
{"formula": "C26H21N4O4PPtS2", "method": "ωB97M-V/def2-TZVPD", "total_energy_ev": -75647.5388, "lumo_energy_ha": -0.209, "homo_energy_ev": -13.39, "de_lowest_ev": 0.077, "gap_ha": 0.2833, "mol_weight_g_mol": 743.66, "total_charge": 2, "species": ["Pt", "N", "C", "C", "N", "C", "C", "N", "C", "C", "N", "H", "H", "H", "H", "H", "H", "O", "C", "O", "C", "C", "C", "C", "O", "C", "O", "C", "C", "H", "H", "H", "H", "H", "S", "P", "S", "C", "C", "C", "C", "C", "C", "C", "C", "C", "C", "C", "C", "H", "H", "H", "H", "H", "H", "H", "H", "H", "H"], "xyz": [[0.72756, 0.93125, 1.51000], [1.56784, 2.79899, 4.99921], [1.44481, 3.97522, 4.29624], [1.17013, 3.63302, 3.00989], [1.12914, 2.26302, 2.93361], [1.37671, 1.78441, 4.14543], [1.36551, 0.34694, 4.25720], [1.04456, -0.31548, 3.15487], [1.16638, -1.65223, 3.43976], [1.56551, -1.78481, 4.73366], [1.68868, -0.51083, 5.23541], [1.77230, 2.73160, 5.98359], [1.56794, 4.93543, 4.76398], [1.00650, 4.26402, 2.15490], [0.94513, -2.41760, 2.71676], [1.75796, -2.65604, 5.33358], [1.98606, -0.28085, 6.17028], [1.01569, -1.47509, -1.67512], [0.40335, -1.47227, -0.49668], [0.15174, -0.37917, 0.03554], [0.00017, -2.76132, 0.00522], [0.56235, -3.93057, -0.51274], [0.15170, -5.18110, -0.06788], [-0.84785, -5.20038, 0.88067], [-1.41930, -6.27062, 1.44354], [-2.45243, -5.78742, 2.31980], [-2.36659, -4.35703, 2.31005], [-1.41862, -4.03231, 1.39797], [-1.01820, -2.79631, 0.98962], [1.33463, -3.86167, -1.26571], [0.58184, -6.09516, -0.44996], [-2.27053, -6.15927, 3.32564], [-3.42188, -6.10210, 1.93604], [-1.47112, -1.89009, 1.36847], [1.70892, -0.05127, -2.29764], [0.39604, 1.54538, -1.88536], [0.63394, 2.54628, -0.12989], [-1.28310, 1.02103, -2.21198], [-1.54469, -0.04318, -3.07681], [-2.85747, -0.39259, -3.34850], [-3.90037, 0.31544, -2.76560], [-3.63700, 1.37312, -1.90605], [-2.32853, 1.72873, -1.62105], [1.02894, 2.61646, -3.17694], [0.56866, 2.40858, -4.48185], [1.03734, 3.20610, -5.50906], [1.96228, 4.20824, -5.24168], [2.42420, 4.41242, -3.94918], [1.96360, 3.61853, -2.91213], [-0.73681, -0.59348, -3.54256], [-3.06574, -1.21345, -4.02119], [-4.92386, 0.04299, -2.98570], [-4.45188, 1.92470, -1.45755], [-2.12144, 2.54897, -0.94616], [-0.15884, 1.63568, -4.69513], [0.67967, 3.04853, -6.51709], [2.32582, 4.83225, -6.04706], [3.14650, 5.19115, -3.74709], [2.33615, 3.77520, -1.90960]], "forces_ev_per_angstrom": [[-0.1, 0.2, 0.1], [0.1, 0.0, 0.0], [0.0, 0.0, 0.0], [0.0, 0.0, 0.0], [0.1, 0.0, 0.0], [-0.1, 0.0, 0.0], [0.1, 0.0, 0.0], [-0.1, 0.0, -0.1], [-0.1, 0.0, 0.0], [0.0, 0.0, 0.0], [0.0, 0.0, 0.0], [0.0, 0.0, 0.0], [0.0, 0.0, 0.0], [0.0, 0.0, 0.0], [0.0, 0.0, 0.0], [0.0, 0.0, 0.0], [0.0, 0.0, 0.0], [0.0, 0.1, 0.0], [0.2, 0.1, 0.0], [0.0, -0.2, 0.1], [-0.1, 0.0, -0.1], [0.0, 0.0, 0.0], [0.0, 0.0, 0.0], [0.0, 0.0, 0.0], [0.0, 0.0, 0.0], [0.0, 0.0, 0.0], [0.0, 0.0, 0.0], [0.0, 0.0, 0.0], [0.0, 0.0, 0.0], [0.0, 0.0, 0.0], [0.0, 0.0, 0.0], [0.0, 0.0, 0.0], [0.0, 0.0, 0.0], [0.0, 0.0, 0.0], [-0.1, -0.1, 0.1], [0.0, 0.1, -0.1], [0.0, -0.1, 0.0], [0.0, -0.1, 0.0], [0.0, 0.0, 0.0], [0.0, 0.0, 0.0], [0.0, 0.0, 0.0], [0.0, 0.0, 0.0], [0.0, 0.0, 0.0], [-0.1, 0.0, 0.0], [0.0, 0.0, 0.0], [0.0, 0.0, 0.0], [0.0, 0.0, 0.0], [0.0, 0.0, 0.0], [0.1, 0.0, 0.0], [0.0, 0.0, 0.0], [0.0, 0.0, 0.0], [0.0, 0.0, 0.0], [0.0, 0.0, 0.0], [0.0, 0.0, 0.0], [0.0, 0.0, 0.0], [0.0, 0.0, 0.0], [0.0, 0.0, 0.0], [0.0, 0.0, 0.0], [0.0, 0.0, 0.0]]}